{
  "formula": "C50H46Co2F6N3O6",
  "method": "ωB97M-V with the def2-TZVPD basis set",
  "symbols": ["C", "C", "C", "C", "C", "C", "C", "C", "C", "C", "C", "C", "N", "N", "N", "C", "C", "C", "C", "C", "C", "C", "C", "C", "C", "C", "C", "C", "C", "C", "C", "C", "F", "F", "F", "C", "C", "C", "F", "F", "F", "C", "C", "C", "H", "H", "H", "H", "H", "H", "H", "H", "H", "H", "H", "H", "H", "H", "H", "H", "H", "H", "H", "H", "H", "H", "H", "H", "H", "H", "H", "H", "H", "H", "H", "H", "H", "H", "H", "H", "H", "H", "H", "O", "C", "Co", "C", "O", "C", "O", "C", "C", "C", "C", "C", "C", "C", "C", "C", "Co", "C", "O", "C", "O", "C", "O", "H", "H", "H", "H", "H", "H", "H"],
  "xyz": [[-1.13383, 2.74540, 2.70520], [-1.09775, 1.30526, 3.22523], [-2.20822, 1.10705, 4.26388], [0.31489, 0.94686, 3.64955], [0.67625, 0.88866, 4.99942], [2.02197, 0.97391, 5.35952], [2.99456, 1.13176, 4.37667], [2.66982, 1.05288, 3.02053], [3.83330, 1.29836, 2.05312], [5.02786, 0.38846, 2.34132], [4.28632, 2.75342, 2.10494], [1.32579, 0.84217, 2.65757], [0.96922, 0.71809, 1.25693], [1.42580, 1.70264, 0.43005], [1.32243, 1.20185, -0.81635], [1.80733, 1.94416, -1.95389], [2.75823, 1.37636, -2.83253], [3.70205, 0.24282, -2.40550], [4.94610, 0.81211, -1.71482], [4.06693, -0.67055, -3.57455], [2.92819, 1.95381, -4.09122], [2.27444, 3.13554, -4.42500], [1.50411, 3.78352, -3.46560], [1.33098, 3.25114, -2.18697], [0.60227, 4.09507, -1.13789], [-0.90384, 3.94120, -1.26884], [0.96624, 5.58254, -1.20388], [0.82750, -0.09943, -0.78709], [0.64915, -0.83609, -2.04699], [-0.09149, -0.26452, -3.09876], [-0.19726, -0.88791, -4.33084], [-0.98450, -0.15790, -5.38369], [-1.11573, -0.86639, -6.53644], [-2.24134, 0.15239, -4.93079], [-0.38048, 1.03948, -5.70100], [0.36859, -2.13378, -4.55938], [1.11873, -2.70637, -3.53886], [1.77016, -4.03851, -3.83116], [2.34139, -4.60187, -2.73074], [0.88192, -4.94125, -4.34849], [2.77185, -3.87820, -4.76613], [1.28356, -2.07074, -2.31440], [0.52460, -0.38437, 0.50839], [-0.25238, -1.54745, 1.02655], [-0.53895, 2.84265, 1.79128], [-2.16665, 3.04736, 2.49795], [-0.70147, 3.42503, 3.45357], [-1.31910, 0.63652, 2.37861], [-1.99165, 0.31341, 4.98470], [-2.40300, 2.04008, 4.80973], [-3.13602, 0.83047, 3.73988], [-0.09130, 0.83933, 5.77547], [2.31778, 0.95740, 6.41014], [4.03115, 1.33095, 4.66364], [3.48507, 1.09344, 1.03849], [4.73528, -0.66668, 2.34125], [5.80269, 0.52981, 1.57725], [5.47053, 0.62413, 3.31783], [3.45106, 3.42231, 1.87591], [4.66513, 3.00270, 3.10456], [5.08578, 2.92932, 1.37494], [3.16745, -0.36936, -1.67167], [4.66684, 1.48236, -0.88867], [5.56989, 0.00418, -1.30802], [5.54411, 1.39494, -2.43057], [3.18883, -0.88157, -4.19203], [4.83448, -0.20816, -4.20673], [4.45004, -1.63025, -3.20793], [3.58859, 1.47370, -4.81420], [2.39856, 3.56921, -5.41944], [1.03370, 4.73841, -3.70360], [0.91484, 3.71051, -0.15679], [-1.21486, 2.91623, -1.04849], [-1.42010, 4.60220, -0.56209], [-1.23349, 4.18742, -2.28911], [2.04820, 5.72923, -1.14415], [0.58638, 6.04801, -2.12178], [0.50893, 6.10589, -0.35846], [-0.56252, 0.70391, -2.94947], [0.21344, -2.65312, -5.49890], [1.93817, -2.50223, -1.56191], [0.16714, -2.47287, 0.60308], [-0.25176, -1.54024, 2.13451], [-2.40505, 1.34009, -0.19713], [-2.34871, 0.23278, 0.17079], [-2.15061, -1.39223, 0.69663], [-2.28087, -2.05084, -1.09200], [-2.93536, -1.69004, -2.03736], [-1.59156, -3.41504, -0.90477], [-0.83511, -3.89358, -1.73504], [-3.80890, -2.48303, 1.52920], [-5.19405, -2.30408, 1.16152], [-5.98188, -1.30295, 1.77117], [-7.37135, -1.34514, 1.65294], [-7.97387, -2.35035, 0.87979], [-7.19275, -3.29478, 0.20850], [-5.80702, -3.25128, 0.32122], [-2.68122, -3.22283, 1.34059], [-1.97594, -4.07603, 0.39892], [-3.16513, -3.20950, 3.12723], [-2.02885, -2.58126, 4.31886], [-1.26568, -2.22442, 5.12479], [-2.28606, -4.66170, 3.52483], [-1.66526, -5.54370, 3.94894], [-4.72589, -3.84593, 3.71166], [-5.74315, -4.30628, 4.01330], [-5.47922, -0.54464, 2.37965], [-7.97412, -0.58027, 2.15753], [-9.05826, -2.38460, 0.79995], [-7.64770, -4.06757, -0.40951], [-5.17833, -3.97877, -0.19096], [-1.12462, -4.55261, 0.90009], [-2.64233, -4.90764, 0.09287]],
  "mulliken_charge": [-1.10, 2.98, -1.52, -0.02, -0.88, -1.44, -0.52, 0.77, 2.27, -1.64, -1.61, -0.65, 1.83, -1.43, 2.59, -0.23, -0.16, 1.96, -1.59, -2.10, -0.41, -1.59, -0.43, 0.35, 1.50, -1.17, -1.86, -1.12, 0.58, -0.18, 0.28, 0.53, -0.31, -0.24, -0.23, -0.72, 0.24, 0.45, -0.29, -0.26, -0.26, -0.72, -0.63, -1.26, -0.18, 0.45, 0.37, -1.68, 0.41, 0.33, 0.15, 0.37, 0.38, 0.29, -1.20, 0.40, 0.42, 0.34, 0.30, 0.38, 0.45, -0.21, 0.26, 0.41, 0.40, 0.42, 0.46, 0.41, 0.36, 0.36, 0.31, -0.22, 0.20, 0.46, 0.25, 0.39, 0.35, 0.48, 0.41, 0.65, 0.44, 0.90, 0.76, -0.79, 0.91, -0.21, 1.01, -0.77, 0.01, -0.70, 0.41, -0.78, 0.07, -0.63, -0.41, -0.73, -0.26, 1.09, -0.54, -0.15, 0.21, -0.46, 0.03, -0.44, 0.21, -0.43, 0.34, 0.36, 0.33, 0.37, 0.30, 0.29, 0.42],
  "fmax_ha_per_bohr": 0.0843,
  "e_tot_ha": -5913.2562,
  "relative_energy_kj_mol": 64.8,
  "charge": -1
}


{
  "formula": "C50H47CoO5S",
  "method": "ωB97M-V with the def2-TZVPD basis set",
  "symbols": ["Co", "C", "C", "C", "C", "C", "C", "C", "C", "C", "H", "H", "H", "H", "H", "H", "H", "H", "H", "H", "H", "H", "C", "C", "C", "O", "C", "C", "O", "C", "O", "C", "C", "C", "C", "C", "C", "C", "C", "C", "C", "C", "C", "C", "O", "C", "C", "C", "C", "C", "C", "C", "C", "C", "C", "C", "C", "H", "H", "H", "H", "H", "H", "H", "H", "H", "H", "H", "H", "H", "H", "H", "H", "H", "H", "H", "H", "H", "H", "H", "H", "H", "H", "H", "H", "C", "C", "O", "S", "C", "C", "C", "C", "C", "C", "C", "C", "H", "H", "H", "H", "H", "H", "H"],
  "xyz": [[1.40923, -1.59101, -1.26930], [3.81361, -3.38333, 0.95376], [2.82302, -3.60492, -0.14819], [3.06516, -3.06082, -1.42602], [2.22601, -3.39084, -2.51625], [2.62628, -2.99965, -3.91335], [1.09672, -4.17311, -2.27414], [0.78437, -4.61814, -0.99320], [-0.49896, -5.34712, -0.74578], [1.67113, -4.35411, 0.04977], [3.85321, -2.32389, 1.20793], [4.80884, -3.69109, 0.63683], [3.54397, -3.94851, 1.84188], [4.02441, -2.59133, -1.61883], [2.67784, -1.91576, -4.01593], [1.91383, -3.38293, -4.63854], [3.61116, -3.40544, -4.14272], [0.43752, -4.42963, -3.09140], [-1.31453, -4.62113, -0.73521], [-0.47559, -5.86388, 0.21017], [-0.70365, -6.07149, -1.53117], [1.46529, -4.75776, 1.03188], [-4.10766, 2.64708, -0.93649], [-3.30208, 1.61969, -0.14232], [-3.96388, 1.27091, 1.19347], [-1.99850, 2.12191, 0.11982], [-1.04672, 1.30483, -0.52013], [-1.81454, 0.00783, -0.83777], [-3.14387, 0.46826, -0.94761], [-1.38769, -0.76965, -2.12920], [-0.29298, -1.55205, -1.87646], [-2.49408, -1.74515, -2.54954], [-2.52037, -2.20210, -3.86331], [-3.47109, -3.12238, -4.27028], [-4.40327, -3.61092, -3.36904], [-4.35051, -3.19851, -2.04881], [-3.38765, -2.29161, -1.63753], [-1.14578, 0.25448, -3.23753], [-2.22571, 0.94758, -3.77339], [-2.01901, 1.92761, -4.72782], [-0.73765, 2.21476, -5.17172], [0.33669, 1.51065, -4.65561], [0.13301, 0.53521, -3.69487], [0.22022, 1.13108, 0.36477], [1.09748, 0.42309, -0.54688], [-0.18889, 0.35214, 1.59870], [-0.92373, 0.98404, 2.59894], [-1.42806, 0.26905, 3.67235], [-1.21459, -1.09517, 3.76902], [-0.51411, -1.74181, 2.76326], [-0.01842, -1.02843, 1.68511], [0.86455, 2.49076, 0.58764], [1.17277, 3.02468, 1.83045], [1.76187, 4.27555, 1.93209], [2.08306, 4.99754, 0.79714], [1.82477, 4.45040, -0.44884], [1.22696, 3.21043, -0.55116], [-4.27314, 3.53726, -0.33785], [-5.06379, 2.21885, -1.22104], [-3.55589, 2.91072, -1.83583], [-4.01222, 2.15869, 1.81739], [-3.36617, 0.51860, 1.70252], [-4.96674, 0.88999, 1.02956], [-0.73157, 1.77675, -1.45818], [-1.72479, -0.68773, 0.01034], [-1.80459, -1.82159, -4.58080], [-3.48291, -3.46654, -5.29611], [-5.15709, -4.31390, -3.69355], [-5.05924, -3.58236, -1.32835], [-3.35939, -1.99845, -0.60110], [-3.22030, 0.72349, -3.41900], [-2.86358, 2.47024, -5.12769], [-0.57639, 2.98611, -5.91138], [1.33932, 1.72397, -4.99598], [0.97348, -0.00684, -3.27089], [-1.14221, 2.03553, 2.50919], [-1.98971, 0.78768, 4.43446], [-1.60872, -1.65851, 4.60405], [-0.35581, -2.81241, 2.80573], [0.48692, -1.57730, 0.89089], [0.96453, 2.45802, 2.72376], [1.98768, 4.67965, 2.90959], [2.54827, 5.96932, 0.87456], [2.08625, 4.99019, -1.34712], [1.06531, 2.78503, -1.53106], [0.56231, 4.62266, 5.99015], [1.12735, 3.29515, 5.58158], [0.49377, 2.35229, 5.20039], [2.91808, 3.25781, 5.70508], [3.29550, 2.00787, 4.50905], [4.02783, 2.40389, 3.38081], [4.03631, 1.61859, 2.26595], [3.24760, 0.42591, 2.22917], [2.78942, -0.09420, 3.47955], [2.76873, 0.71336, 4.58539], [2.82355, -0.05726, 1.03375], [2.28213, -0.21178, -0.13222], [-0.34541, 4.47387, 6.57388], [0.29831, 5.16920, 5.08303], [1.29146, 5.20361, 6.54697], [4.55024, 3.34973, 3.39006], [4.52689, 1.94425, 1.36106], [2.37683, -1.09169, 3.51259], [2.31221, 0.36638, 5.49902]],
  "mulliken_charge": [-0.06, -1.41, 0.80, -1.01, 0.63, -1.60, -0.22, 1.09, -1.52, -0.50, 0.15, 0.38, 0.38, 0.64, 0.28, 0.38, 0.40, 0.32, 0.21, 0.40, 0.40, 0.34, -1.86, 1.11, -1.59, -0.40, 0.10, -1.27, -0.23, 2.15, -0.40, -0.27, -0.41, -0.93, -0.61, -1.05, -0.18, -0.73, -0.08, -1.07, -0.60, -0.80, 0.12, 0.05, 1.51, 2.14, -0.42, -1.38, -1.01, -0.89, 0.20, 0.91, 0.43, -0.86, -1.01, -0.97, -0.70, 0.40, 0.36, 0.42, 0.36, 0.22, 0.46, 0.53, 1.52, 0.46, 0.45, 0.44, 0.46, 0.35, 0.58, 0.46, 0.41, 0.49, -0.20, 0.68, 0.47, 0.46, 0.47, -0.06, 0.04, 0.48, 0.38, 0.46, 0.38, -1.27, 0.82, -0.51, -0.24, 0.11, -0.42, -0.84, 1.15, -0.54, -0.29, -0.36, -1.85, 0.34, 0.26, 0.43, 0.42, 0.47, 0.54, 0.41],
  "fmax_ha_per_bohr": 0.0212,
  "e_tot_ha": -4090.5375,
  "spin_multiplicity": 5
}